(1)
{
  "formula": "C5H14",
  "method": "ωB97M-V/def2-TZVPD",
  "e_lumo_ev": 1.11,
  "homo_energy_ev": -10.7,
  "multiplicity": 1,
  "e_above_lowest_kj_mol": 78.6,
  "smiles": "CCC.CC",
  "homo_lumo_gap_ev": 11.792,
  "species": ["C", "C", "C", "H", "H", "H", "H", "H", "H", "H", "H", "C", "C", "H", "H", "H", "H", "H", "H"],
  "positions_angstrom": [[0.332, 0.285, -1.237], [1.581, 0.613, -2.026], [-0.892, 1.217, -1.477], [0.343, 0.404, -0.136], [0.142, -0.791, -1.170], [1.709, -0.210, -2.733], [1.496, 1.565, -2.551], [-0.977, 1.470, -2.536], [2.509, 0.678, -1.463], [-0.798, 2.103, -0.859], [-1.835, 0.700, -1.291], [0.112, -1.551, 2.050], [-0.957, -0.499, 2.296], [1.145, -1.258, 2.200], [-0.193, -2.427, 2.614], [0.151, -1.806, 0.984], [-0.887, 0.494, 1.858], [-0.980, -0.220, 3.360], [-2.001, -0.767, 2.117]],
  "forces_ev_per_angstrom": [[-1.21, 0.45, 2.46], [0.15, -0.26, -0.07], [0.11, -1.28, -1.31], [1.33, 0.31, -0.20], [-0.44, 0.03, -1.15], [0.20, 0.37, -0.33], [-0.13, -0.11, -0.15], [0.15, 0.39, 0.01], [-0.07, -0.13, 0.33], [-0.12, 0.17, -0.13], [0.05, 0.07, 0.49], [-0.69, 0.12, -1.40], [-0.49, 1.24, 1.46], [-0.03, 0.26, 0.83], [0.51, -0.25, 0.04], [-0.38, -0.30, 0.10], [0.63, -0.11, -0.67], [0.16, -0.30, 0.02], [0.27, -0.67, -0.34]]
}


(2)
{
  "formula": "C3H5N4O4",
  "method": "ωB97M-V/def2-TZVPD",
  "e_lumo_ev": [-6.85, -6.85],
  "homo_energy_ev": [-14.7, -14.7],
  "charge": 1,
  "multiplicity": 1,
  "e_above_lowest_kj_mol": 729.7,
  "smiles": "O=[N+]=C(O)CN[NH+]=C=[N+]([O-])[O-]",
  "homo_lumo_gap_ev": [7.862, 7.859],
  "species": ["C", "C", "C", "N", "N", "N", "N", "O", "O", "O", "O", "H", "H", "H", "H", "H"],
  "positions_angstrom": [[0.652, 1.086, 0.124], [-0.913, -0.466, -0.353], [1.551, -0.007, -0.464], [-0.089, -1.403, -0.044], [0.241, 2.041, -0.673], [-2.363, -0.673, -0.235], [1.225, -1.159, 0.265], [-0.491, 2.081, -1.626], [0.770, 1.198, 1.412], [-2.414, -0.408, 0.962], [-3.284, -0.738, -0.992], [1.286, -0.079, -1.520], [2.594, 0.374, -0.366], [-0.285, -2.324, 0.366], [1.553, -1.144, 1.243], [-0.032, 1.622, 1.902]],
  "forces_ev_per_angstrom": [[-1.06, -1.65, 0.18], [0.50, 0.53, -0.69], [1.64, 2.30, -0.39], [-1.44, -2.53, 2.33], [-0.66, 2.56, -2.80], [0.04, 0.80, 0.32], [2.11, 0.28, -1.25], [0.98, -0.76, 2.21], [-2.11, 0.99, 1.49], [-0.79, -0.11, 1.04], [1.23, -0.53, -0.19], [0.22, -0.28, 0.03], [-0.57, -0.80, 0.11], [-0.87, 0.09, -0.74], [-1.05, -0.22, -0.39], [1.81, -0.69, -1.25]]
}


(3)
{
  "formula": "C20H47Cl16O5PSSi2",
  "method": "ωB97M-V/def2-TZVPD",
  "e_lumo_ev": -0.13,
  "homo_energy_ev": -8.9,
  "multiplicity": 1,
  "homo_lumo_gap_ev": 8.796,
  "species": ["C", "C", "O", "C", "C", "O", "Si", "O", "Si", "P", "O", "O", "S", "H", "H", "H", "H", "H", "H", "H", "H", "H", "H", "H", "H", "H", "H", "H", "Cl", "C", "C", "Cl", "H", "H", "H", "H", "Cl", "C", "C", "Cl", "H", "H", "H", "H", "Cl", "C", "C", "Cl", "H", "H", "H", "H", "Cl", "C", "C", "Cl", "H", "H", "H", "H", "Cl", "C", "C", "Cl", "H", "H", "H", "H", "Cl", "C", "C", "Cl", "H", "H", "H", "H", "Cl", "C", "C", "Cl", "H", "H", "H", "H", "Cl", "C", "C", "Cl", "H", "H", "H", "H"],
  "positions_angstrom": [[-5.312, 0.911, 2.794], [-4.667, 0.653, 1.389], [-4.285, -0.708, 1.173], [-3.401, -1.132, 2.216], [-2.453, -2.263, 1.725], [-1.586, -1.882, 0.659], [-0.326, -0.849, 1.146], [0.495, -1.352, 2.563], [0.027, -0.480, 3.953], [0.194, 1.726, 3.724], [-1.291, 2.453, 3.335], [0.556, 2.331, 5.275], [1.622, 2.223, 2.499], [-4.564, 0.851, 3.616], [-5.702, 1.951, 2.787], [-6.102, 0.172, 3.029], [-5.448, 0.892, 0.637], [-3.795, 1.310, 1.186], [-4.057, -1.600, 2.995], [-2.890, -0.287, 2.718], [-1.935, -2.710, 2.601], [-3.115, -3.065, 1.326], [-0.946, 0.460, 1.454], [0.604, -0.637, 0.033], [0.836, -0.826, 5.139], [-1.380, -0.817, 4.221], [-1.475, 3.093, 4.034], [-0.200, 2.120, 5.842], [2.161, 1.903, -1.491], [3.473, 3.103, -1.624], [4.758, 2.609, -1.004], [4.647, 2.489, 0.773], [3.134, 4.028, -1.160], [3.626, 3.288, -2.688], [5.567, 3.308, -1.223], [5.035, 1.628, -1.398], [-6.940, 2.020, -0.955], [-6.622, 0.636, -2.032], [-5.984, 1.061, -3.334], [-7.108, 1.987, -4.362], [-7.563, 0.116, -2.200], [-5.951, -0.036, -1.495], [-5.686, 0.181, -3.904], [-5.100, 1.673, -3.165], [-3.284, 2.264, -8.489], [-4.940, 1.940, -9.058], [-5.765, 1.206, -8.026], [-5.202, -0.466, -7.779], [-4.873, 1.378, -9.988], [-5.396, 2.906, -9.274], [-6.802, 1.146, -8.357], [-5.744, 1.714, -7.063], [4.110, 2.435, -5.580], [4.691, 0.755, -5.735], [4.445, -0.052, -4.482], [5.463, 0.494, -3.123], [5.755, 0.783, -5.984], [4.153, 0.310, -6.572], [4.691, -1.098, -4.663], [3.404, 0.005, -4.166], [1.096, -4.886, 2.712], [2.415, -3.691, 2.612], [3.695, -4.196, 3.236], [3.563, -4.343, 5.006], [2.073, -2.778, 3.085], [2.576, -3.487, 1.553], [4.503, -3.493, 3.036], [3.981, -5.168, 2.836], [-5.870, -1.015, 5.899], [-7.536, -1.316, 5.343], [-8.354, -2.060, 6.373], [-7.802, -3.740, 6.583], [-7.484, -1.862, 4.403], [-7.985, -0.342, 5.148], [-9.395, -2.106, 6.052], [-8.317, -1.569, 7.343], [9.339, -3.308, -5.626], [9.850, -1.670, -5.145], [8.686, -0.824, -4.683], [7.581, -0.412, -6.020], [10.364, -1.216, -5.990], [10.566, -1.787, -4.332], [9.053, 0.117, -4.275], [8.107, -1.327, -3.911], [7.508, 0.810, 2.638], [6.577, 1.605, 3.932], [5.893, 0.606, 4.837], [4.576, -0.258, 4.008], [5.859, 2.278, 3.466], [7.282, 2.203, 4.508], [5.447, 1.123, 5.687], [6.596, -0.133, 5.218]],
  "forces_ev_per_angstrom": [[0.84, 0.26, -0.26], [-0.91, 0.11, 0.11], [0.70, 0.51, 0.55], [-0.54, -1.14, 0.28], [-1.56, -0.17, 0.01], [1.65, 0.80, 1.24], [-0.48, -0.50, -0.27], [-1.36, 1.62, 0.21], [0.14, -1.67, -0.69], [0.77, 2.73, -0.38], [1.56, -1.18, 1.00], [-1.17, -0.82, -1.69], [-0.84, -0.55, 0.68], [-0.47, 0.06, -0.53], [-0.01, -0.69, 0.09], [0.27, 0.49, -0.33], [0.70, -0.31, 0.44], [-0.38, -0.18, 0.37], [0.66, 0.23, -0.19], [-0.06, -0.29, -0.60], [0.00, 0.38, -0.50], [0.46, 0.48, 0.17], [-0.02, -0.09, 0.24], [0.04, -0.39, 0.02], [0.15, 0.02, -0.26], [-0.12, 0.07, 0.14], [-0.19, 0.25, -0.09], [0.15, 0.05, 0.37], [-0.03, -0.05, 0.01], [0.15, 0.14, -0.09], [0.16, -0.06, 0.03], [-0.04, 0.00, 0.05], [-0.03, -0.11, 0.07], [0.05, -0.10, 0.02], [-0.09, 0.04, -0.01], [-0.34, 0.66, 0.67], [-0.22, 0.15, -0.16], [0.08, -0.19, -0.04], [0.17, -0.15, 0.06], [-0.03, 0.06, -0.03], [0.00, 0.11, -0.02], [0.05, 0.06, -0.04], [-0.07, 0.00, 0.04], [-0.10, 0.04, 0.02], [0.03, -0.02, 0.00], [-0.14, 0.01, -0.06], [-0.10, 0.17, -0.02], [0.03, -0.02, 0.05], [0.05, -0.04, 0.09], [-0.01, -0.03, 0.08], [0.06, -0.01, -0.05], [0.07, -0.05, -0.04], [-0.02, 0.06, 0.05], [0.08, 0.00, -0.14], [-0.16, -0.19, -0.26], [0.21, -0.49, -0.69], [-0.70, 0.29, 0.20], [-0.06, -0.01, 0.10], [0.08, 0.07, -0.03], [0.08, 0.12, 0.08], [-0.08, 0.00, 0.03], [0.29, 0.03, -0.01], [0.08, 0.00, -0.22], [-0.02, -0.03, 0.05], [0.03, -0.10, 0.02], [0.04, -0.04, 0.03], [-0.09, 0.06, 0.03], [-0.09, 0.00, 0.09], [0.06, -0.05, 0.03], [-0.16, 0.05, -0.08], [-0.09, 0.09, -0.02], [0.03, 0.00, 0.02], [0.05, -0.05, 0.09], [0.00, -0.03, 0.07], [0.06, 0.00, -0.06], [0.09, -0.04, -0.04], [-0.02, 0.00, -0.03], [0.07, 0.10, 0.04], [0.19, -0.01, 0.21], [0.61, -0.41, -0.08], [-0.09, -0.04, -0.01], [-0.09, 0.01, 0.03], [0.01, -0.02, -0.07], [-0.03, -0.01, -0.11], [0.01, -0.03, -0.01], [-0.05, 0.11, 0.09], [0.09, 0.06, 0.13], [-0.04, -0.07, -0.05], [0.00, -0.11, -0.05], [-0.01, -0.08, 0.03], [-0.01, 0.05, -0.08], [-0.03, 0.00, -0.11]]
}


(4)
{
  "formula": "C32H48BN12",
  "method": "ωB97M-V/def2-TZVPD",
  "e_lumo_ev": 1.98,
  "homo_energy_ev": -3.1,
  "charge": -1,
  "multiplicity": 1,
  "homo_lumo_gap_ev": 5.037,
  "species": ["B", "C", "C", "C", "C", "C", "C", "C", "C", "H", "H", "H", "H", "H", "H", "H", "H", "H", "H", "H", "H", "C", "C", "N", "H", "H", "H", "C", "C", "N", "H", "H", "H", "C", "C", "N", "H", "H", "H", "C", "C", "N", "H", "H", "H", "C", "C", "N", "H", "H", "H", "C", "C", "N", "H", "H", "H", "C", "C", "N", "H", "H", "H", "C", "C", "N", "H", "H", "H", "C", "C", "N", "H", "H", "H", "C", "C", "N", "H", "H", "H", "C", "C", "N", "H", "H", "H", "C", "C", "N", "H", "H", "H"],
  "positions_angstrom": [[1.359, -3.949, 1.734], [0.911, -3.113, 0.332], [-0.215, -2.157, 0.752], [-1.542, -2.643, 0.635], [-2.617, -1.792, 1.067], [-2.318, -0.452, 1.610], [-0.932, 0.014, 1.693], [0.155, -0.880, 1.255], [1.623, -0.363, 1.425], [1.331, -5.142, 1.504], [0.535, -3.717, 2.610], [2.425, -3.541, 2.153], [1.794, -2.538, -0.014], [0.570, -3.814, -0.438], [-1.759, -3.651, 0.247], [-3.663, -2.137, 0.993], [-3.105, 0.221, 1.974], [-0.659, 0.999, 2.099], [2.362, -0.881, 0.792], [1.713, 0.706, 1.143], [1.913, -0.511, 2.487], [5.188, -1.625, 3.094], [5.065, -1.341, 1.659], [4.980, -1.121, 0.536], [4.250, -2.034, 3.471], [5.983, -2.349, 3.262], [5.421, -0.713, 3.634], [-5.120, 3.512, 2.778], [-3.802, 3.146, 2.240], [-2.777, 2.860, 1.817], [-5.682, 2.612, 3.022], [-4.999, 4.112, 3.678], [-5.673, 4.087, 2.038], [-3.215, 0.263, -2.429], [-4.626, 0.329, -2.019], [-5.727, 0.380, -1.702], [-2.825, 1.270, -2.573], [-2.627, -0.240, -1.658], [-3.127, -0.290, -3.363], [8.714, 0.324, 3.007], [7.907, -0.005, 4.190], [7.284, -0.259, 5.118], [8.704, -0.513, 2.309], [8.303, 1.203, 2.513], [9.740, 0.528, 3.305], [-0.017, 4.223, -0.332], [-0.152, 4.514, -1.774], [-0.248, 4.728, -2.896], [-0.952, 3.811, 0.049], [0.781, 3.503, -0.161], [0.212, 5.143, 0.204], [-2.569, -2.904, 5.283], [-2.793, -2.610, 3.864], [-2.970, -2.364, 2.752], [-3.452, -3.379, 5.707], [-1.716, -3.575, 5.387], [-2.363, -1.980, 5.825], [-3.189, -6.716, -0.379], [-1.997, -5.911, -0.680], [-1.072, -5.278, -0.914], [-2.889, -7.697, -0.013], [-3.787, -6.219, 0.383], [-3.789, -6.840, -1.280], [1.684, -7.044, -1.967], [2.265, -8.283, -2.510], [2.715, -9.248, -2.933], [1.242, -6.458, -2.770], [0.913, -7.283, -1.238], [2.458, -6.452, -1.480], [-2.687, 5.232, -5.297], [-3.549, 6.100, -6.113], [-4.218, 6.781, -6.749], [-2.045, 4.635, -5.943], [-2.064, 5.837, -4.641], [-3.298, 4.566, -4.690], [-0.584, 2.621, 5.397], [0.311, 2.932, 4.275], [1.001, 3.169, 3.393], [-0.977, 3.543, 5.822], [-1.412, 2.006, 5.045], [-0.036, 2.078, 6.165], [1.905, 1.855, -3.830], [1.099, 1.564, -2.636], [0.474, 1.320, -1.705], [1.877, 1.005, -4.509], [1.506, 2.733, -4.338], [2.937, 2.046, -3.541], [-0.042, 7.068, -8.107], [0.199, 5.633, -7.897], [0.382, 4.515, -7.729], [0.652, 7.454, -8.851], [-1.062, 7.223, -8.456], [0.101, 7.606, -7.172]],
  "forces_ev_per_angstrom": [[-0.46, 0.31, -0.38], [-0.23, 0.62, 0.86], [1.55, -0.64, -0.81], [-0.84, 2.22, 0.00], [1.77, 1.61, -1.94], [2.53, 0.80, -1.63], [-0.67, -3.05, -0.99], [-1.78, 1.51, 0.70], [-0.82, -0.42, -0.24], [0.29, -0.44, 0.03], [-0.20, -0.07, 0.26], [0.50, -0.07, 0.08], [-0.57, -0.37, -0.11], [0.17, 0.45, 0.19], [0.30, 1.06, 0.40], [0.74, 0.78, -1.29], [0.20, -0.50, -0.29], [-0.41, -0.37, -0.25], [-0.53, 0.03, 0.39], [-0.28, -0.43, 0.39], [0.06, 0.20, -0.54], [-0.27, 0.01, -0.31], [-0.02, -0.17, 0.31], [0.20, 0.09, -0.04], [-0.03, -0.06, -0.15], [-0.02, 0.00, -0.01], [-0.06, -0.01, -0.02], [0.28, -0.13, -0.11], [-0.59, 0.17, 0.21], [0.27, 0.16, -0.06], [0.02, 0.00, -0.03], [0.01, -0.01, -0.02], [0.01, -0.03, 0.00], [-0.23, -0.05, 0.18], [0.64, -0.05, -0.15], [-0.26, 0.04, 0.05], [0.02, -0.02, 0.05], [-0.02, 0.05, 0.05], [-0.04, 0.00, 0.02], [-0.21, -0.09, 0.22], [0.44, 0.19, -0.35], [0.03, 0.02, 0.21], [-0.04, 0.02, 0.00], [-0.02, -0.04, 0.00], [-0.03, -0.01, 0.02], [-0.12, 0.22, -0.40], [0.16, -0.30, 0.86], [-0.07, 0.16, -0.30], [0.06, -0.09, 0.01], [-0.08, -0.06, -0.08], [-0.02, 0.00, -0.03], [0.19, 0.13, -0.30], [0.28, -0.13, 0.51], [-1.71, -2.65, 5.37], [0.00, 0.01, -0.01], [0.02, 0.04, -0.03], [0.02, -0.04, -0.01], [0.26, 0.22, -0.01], [-0.46, -0.48, 0.05], [0.03, -0.52, -0.50], [0.00, 0.02, 0.01], [0.03, 0.01, 0.00], [0.01, 0.01, 0.01], [0.19, -0.32, -0.14], [-0.24, 0.56, 0.23], [0.09, -0.23, -0.11], [-0.01, 0.00, 0.04], [0.03, 0.08, 0.02], [-0.07, 0.01, 0.05], [-0.20, 0.23, -0.21], [0.36, -0.42, 0.35], [-0.10, 0.18, -0.18], [0.02, 0.02, 0.03], [0.03, -0.08, 0.02], [0.01, 0.03, 0.00], [0.15, 0.02, -0.24], [-0.47, -0.20, 0.48], [0.27, 0.20, -0.28], [0.02, -0.01, -0.01], [0.05, -0.01, -0.05], [0.00, 0.00, -0.03], [-0.19, -0.01, 0.22], [0.24, -0.05, -0.32], [-0.07, 0.11, -0.03], [0.00, 0.00, 0.04], [-0.02, -0.01, 0.04], [-0.02, -0.03, 0.01], [0.03, -0.31, 0.03], [-0.12, 0.63, -0.07], [0.03, -0.26, 0.04], [0.00, -0.02, 0.02], [0.01, -0.02, 0.03], [-0.01, -0.03, -0.01]]
}